Entry from OMol25: C55H60CaGeN5O2P2S as an isolated structure (ωB97M-V with the def2-TZVPD basis set).

Results
total charge	+1
E	-173920.7690	eV
HOMO-LUMO gap	0.293	hartree
molar mass	1029.82	g/mol
HOMO level	-10.319	eV
LUMO energy	-2.351	eV
ΔE to the lowest compared entry with this formula, charge and spin	0.00	kcal/mol

Element x y z (Å)
1 Ca -0.1025 0.1554 0.3328
2 C 2.6720 6.1242 -5.8878
3 S 3.6739 5.5604 -4.5086
4 C 2.3656 4.8565 -3.4824
5 C 2.9462 4.3625 -2.1676
6 C 1.9707 3.5328 -1.3284
7 N 1.3343 2.3653 -2.0585
8 P -0.3762 2.2897 -1.6301
9 C -1.0501 3.9429 -1.8541
10 C -1.2213 4.5195 -3.1108
11 C -1.7997 5.7704 -3.2224
12 C -2.2142 6.4475 -2.0841
13 C -2.0560 5.8765 -0.8321
14 C -1.4766 4.6220 -0.7172
15 C -1.1393 1.4125 -3.0199
16 C -0.4959 1.2221 -4.2341
17 C -1.1557 0.5945 -5.2813
18 C -2.4743 0.1930 -5.1295
19 C -3.1362 0.4214 -3.9318
20 C -2.4661 1.0160 -2.8764
21 P 2.2296 0.9653 -1.4392
22 C 3.9268 1.3333 -1.9226
23 C 4.3047 1.6223 -3.2334
24 C 5.6361 1.8173 -3.5408
25 C 6.6004 1.7131 -2.5463
26 C 6.2352 1.4231 -1.2433
27 C 4.8942 1.2358 -0.9288
28 C 1.9756 -0.5597 -2.4240
29 C 2.2044 -1.6936 -1.6401
30 C 2.3484 -2.9521 -2.2168
31 C 2.2064 -3.0990 -3.5832
32 C 1.9563 -1.9836 -4.3751
33 C 1.8699 -0.7280 -3.8076
34 H 3.3326 6.5681 -6.6264
35 H 1.9550 6.8811 -5.5751
36 H 2.1422 5.2970 -6.3577
37 H 1.8901 4.0271 -4.0067
38 H 1.5977 5.6098 -3.2922
39 H 3.2371 5.2185 -1.5522
40 H 3.8636 3.8037 -2.3502
41 H 1.1785 4.1855 -0.9631
42 H 2.4664 3.1617 -0.4174
43 H -0.9179 3.9866 -4.0006
44 H -1.9331 6.2165 -4.1969
45 H -2.6704 7.4225 -2.1775
46 H -2.3822 6.4016 0.0524
47 H -1.3441 4.1751 0.2616
48 H 0.5117 1.5927 -4.3530
49 H -0.6461 0.4353 -6.2206
50 H -2.9895 -0.2850 -5.9487
51 H -4.1718 0.1328 -3.8213
52 H -2.9931 1.1981 -1.9436
53 H 3.5605 1.7288 -4.0053
54 H 5.9262 2.0656 -4.5507
55 H 7.6424 1.8676 -2.7895
56 H 6.9842 1.3512 -0.4685
57 H 4.5990 1.0267 0.0913
58 H 2.3414 -1.5970 -0.5639
59 H 2.5614 -3.8063 -1.5919
60 H 2.2954 -4.0734 -4.0413
61 H 1.8620 -2.1004 -5.4447
62 H 1.7490 0.1269 -4.4497
63 C -0.6845 -3.0629 0.3021
64 N -1.2480 -1.9564 -0.5232
65 C -2.6612 -1.7992 -0.1113
66 N -3.4285 -3.0152 -0.2701
67 C -2.8012 -4.0661 0.5316
68 N -1.4190 -4.2973 0.1299
69 C -1.3958 -4.6612 -1.2817
70 N -1.9937 -3.6270 -2.1195
71 C -1.2495 -2.3993 -1.9360
72 C -3.3672 -3.4112 -1.6766
73 H -0.7127 -2.7622 1.3540
74 H 0.3574 -3.2090 0.0116
75 H -3.1085 -1.0038 -0.7220
76 H -2.6725 -1.4991 0.9320
77 H -3.3681 -4.9912 0.4107
78 H -2.8176 -3.7738 1.5826
79 H -1.9448 -5.5944 -1.4185
80 H -0.3583 -4.8148 -1.5910
81 H -1.6976 -1.6055 -2.5355
82 H -0.2125 -2.5421 -2.2504
83 H -3.9364 -4.3337 -1.8089
84 H -3.8201 -2.6252 -2.2883
85 O 1.0230 1.5454 1.7100
86 C 1.2096 0.5708 2.4638
87 O 0.8500 -0.6050 2.1224
88 C 1.8257 0.7106 3.8263
89 C 0.9584 0.1285 4.9393
90 Ge -0.4297 -1.2443 4.6698
91 C -1.9440 -0.5859 3.5977
92 C -1.9751 0.6630 2.9786
93 C -3.1040 1.1139 2.3035
94 C -4.2489 0.3309 2.2610
95 C -4.2481 -0.9046 2.8884
96 C -3.1038 -1.3562 3.5324
97 C 0.1147 -3.0129 4.0351
98 C -0.7400 -4.0825 4.3033
99 C -0.4639 -5.3636 3.8505
100 C 0.7000 -5.6061 3.1429
101 C 1.5833 -4.5656 2.9032
102 C 1.2893 -3.2845 3.3391
103 C -1.1519 -1.5163 6.4619
104 C -2.4045 -1.0749 6.8642
105 C -2.8523 -1.2794 8.1608
106 C -2.0468 -1.9304 9.0778
107 C -0.7901 -2.3751 8.6955
108 C -0.3522 -2.1692 7.3987
109 H 2.0495 1.7618 4.0183
110 H 2.7789 0.1792 3.7795
111 H 0.4089 0.9428 5.4196
112 H 1.5969 -0.2785 5.7257
113 H -1.1342 1.3419 3.0635
114 H -3.1050 2.1018 1.8548
115 H -5.1378 0.6881 1.7600
116 H -5.1350 -1.5216 2.8682
117 H -3.1379 -2.3236 4.0176
118 H -1.6342 -3.9263 4.8960
119 H -1.1497 -6.1720 4.0635
120 H 0.9256 -6.6032 2.7917
121 H 2.5078 -4.7544 2.3748
122 H 1.9803 -2.4825 3.1160
123 H -3.0520 -0.5560 6.1668
124 H -3.8314 -0.9286 8.4539
125 H -2.3950 -2.0935 10.0878
126 H -0.1549 -2.8859 9.4052
127 H 0.6260 -2.5426 7.1177

Cartesian forces (eV/Å) of the 6 atoms listed first:
Ca -0.56 -0.22 -0.48
C -0.13 0.02 -0.09
S 0.05 -0.04 0.09
C -0.15 -0.04 0.13
C 0.07 -0.03 0.20
C 0.00 0.02 -0.10